No. 1
The following is a DFT calculation (ωB97M-V with the def2-TZVPD basis set) of a single C5H3NO molecule.

frontier orbital gap = 9.91 eV
relative energy (zero: lowest compared OMol25 entry of this formula, charge and spin) = 163.9 kJ/mol
LUMO = -0.5 eV
structure (SMILES) = N#CC=C=CC=O

Last column: natural (NBO) charge in e.
Geometry (Å):
N 3.30 0.98 -0.73  -0.284
C 2.32 0.77 -0.09  0.257
C 0.25 -0.21 0.32  0.291
C 1.20 0.58 0.73  -0.413
O -2.07 0.98 -0.51  -0.495
C -1.97 -0.23 -0.51  0.406
C -0.75 -0.94 -0.08  -0.412
H 1.23 0.99 1.73  0.275
H -2.80 -0.90 -0.79  0.123
H -0.70 -2.02 -0.06  0.251

No. 2
The following is a DFT calculation (ωB97M-V with the def2-TZVPD basis set) of a molecular structure, C3H4O3Y.

frontier orbital gap (spin up / spin down) = 7.27 / 7.74 eV
relative energy (zero: lowest compared OMol25 entry of this formula, charge and spin) = 32.1 kJ/mol
multiplicity = 2
LUMO (spin up / spin down) = -1.4 / -1.5 eV

Last column: natural (NBO) charge in e.
Geometry (Å):
C -0.15 -1.25 0.34  -0.170
O -0.87 1.40 -0.25  -0.923
C -1.49 0.46 -0.85  0.966
C 1.20 -0.63 0.41  -0.794
O -1.02 -0.81 -0.74  -0.532
O -2.46 0.60 -1.59  -0.645
H -0.11 -2.34 0.18  0.209
H 1.89 -1.30 0.95  0.173
H -0.71 -1.09 1.28  0.198
H 2.35 3.31 0.16  -0.699
Y 1.37 1.65 0.11  2.217

No. 3
The following is a DFT calculation (ωB97M-V with the def2-TZVPD basis set) of a molecular structure, C4H9N2.

charge = +1
frontier orbital gap = 10.72 eV
relative energy (zero: lowest compared OMol25 entry of this formula, charge and spin) = 311.4 kJ/mol
LUMO = -4.0 eV

Last column: natural (NBO) charge in e.
Geometry (Å):
C 2.52 -0.18 0.07  -0.482
C 1.25 -0.61 0.82  0.254
C 1.49 0.67 -0.71  -0.217
C -3.29 0.16 -0.23  0.056
N -2.21 -0.12 0.32  -0.686
N 0.39 0.04 0.11  -0.435
H 3.04 -1.02 -0.47  0.276
H 0.92 -1.26 1.72  0.239
H 1.53 1.71 -0.42  0.231
H 1.50 0.53 -1.83  0.243
H -4.31 -0.04 0.22  0.198
H -3.32 0.35 -1.42  0.202
H 3.36 0.29 0.61  0.271
H -2.13 -0.49 1.31  0.388
H -0.73 -0.03 -0.10  0.463

No. 4
The following is a DFT calculation (ωB97M-V with the def2-TZVPD basis set) of a single S2 molecule.

frontier orbital gap = 5.53 eV
relative energy (zero: lowest compared OMol25 entry of this formula, charge and spin) = 289.8 kJ/mol
LUMO = -4.1 eV

Last column: natural (NBO) charge in e.
Geometry (Å):
S -0.04 -1.03 0.73  0.000
S 0.04 1.03 -0.73  0.000

No. 5
The following is a DFT calculation (ωB97M-V with the def2-TZVPD basis set) of a molecular structure, C26H62FInNO10.

charge = -1
frontier orbital gap = 7.46 eV
relative energy (zero: lowest compared OMol25 entry of this formula, charge and spin) = 0.0 kJ/mol
LUMO = 2.1 eV

Last column: Mulliken charge in e.
Geometry (Å):
C 0.30 1.40 1.71  -1.419
C 0.81 0.25 0.83  1.026
C -0.28 -0.20 -0.09  -0.047
O -0.60 0.46 -1.02  -0.469
O -0.99 -1.32 0.23  -0.272
C -0.19 -2.52 0.21  1.242
C 0.06 -3.04 -1.20  -1.106
In 1.94 -2.40 -2.19  1.208
F 1.56 -0.68 -3.22  -0.761
C 3.61 -1.97 -0.79  -0.149
C 4.78 -1.35 -1.23  -0.413
C 5.83 -1.05 -0.36  -0.353
N 5.78 -1.30 0.95  -0.692
C 4.67 -1.89 1.38  -0.234
C 3.59 -2.25 0.58  -0.061
H 1.13 2.03 2.02  0.344
H -0.37 2.02 1.14  0.352
H -0.20 1.05 2.61  0.290
H 1.64 0.60 0.23  0.302
H 1.21 -0.55 1.46  -0.428
H -0.68 -3.27 0.82  -0.353
H 0.75 -2.29 0.71  -0.683
H -0.02 -4.12 -1.22  0.514
H -0.74 -2.67 -1.84  -0.207
H 2.47 -3.60 -3.38  -0.370
H 4.90 -1.10 -2.28  0.350
H 6.73 -0.59 -0.74  0.354
H 4.60 -2.08 2.44  0.406
H 2.74 -2.74 1.03  0.441
C 2.48 -0.01 4.80  -1.073
C 2.13 -1.48 4.92  -0.214
O 3.13 -2.31 4.31  -0.533
H 2.60 0.26 3.75  0.191
H 1.70 0.61 5.24  0.353
H 3.42 0.20 5.30  0.417
H 1.20 -1.70 4.40  0.257
H 2.01 -1.77 5.97  0.287
H 3.96 -2.14 4.76  0.290
C -1.70 -6.16 3.26  -0.904
C -1.59 -6.43 1.77  -0.264
O -0.34 -5.97 1.26  -0.416
H -1.60 -5.09 3.46  0.206
H -2.67 -6.49 3.66  0.373
H -0.91 -6.68 3.81  0.279
H -2.36 -5.89 1.22  0.200
H -1.70 -7.50 1.56  0.335
H 0.36 -6.45 1.72  0.262
C -0.53 4.40 -1.60  -0.393
C -0.65 5.14 -0.28  -0.286
O 0.29 4.64 0.68  -0.499
H -0.68 3.33 -1.46  -0.010
H -1.27 4.76 -2.32  0.216
H 0.47 4.54 -2.03  0.278
H -1.64 4.98 0.15  0.295
H -0.51 6.22 -0.42  0.209
H 1.17 4.77 0.32  0.284
C -3.13 -0.06 -3.97  -0.614
C -2.45 1.13 -4.61  -0.440
O -1.89 1.93 -3.58  -0.344
H -3.88 0.29 -3.26  0.269
H -3.60 -0.73 -4.69  0.396
H -2.39 -0.63 -3.40  -0.030
H -3.16 1.76 -5.16  0.277
H -1.67 0.80 -5.31  0.289
H -1.29 1.34 -3.11  0.223
C -3.12 6.76 -4.95  -0.907
C -3.20 7.49 -3.62  -0.230
O -2.24 7.00 -2.69  -0.404
H -3.27 5.69 -4.80  0.187
H -3.88 7.12 -5.64  0.389
H -2.14 6.89 -5.40  0.229
H -4.18 7.34 -3.16  0.280
H -3.06 8.57 -3.77  0.271
H -1.36 7.13 -3.07  0.238
C 2.51 7.16 -4.40  -1.109
C 1.33 8.10 -4.22  -0.211
O 0.47 7.68 -3.16  -0.510
H 2.16 6.15 -4.60  0.295
H 3.14 7.49 -5.22  0.357
H 3.11 7.13 -3.49  0.323
H 0.71 8.11 -5.12  0.296
H 1.67 9.12 -4.03  0.265
H 0.98 7.66 -2.35  0.207
C 0.98 -5.22 6.65  -0.805
C 0.71 -6.67 7.04  -0.413
O 0.75 -7.53 5.91  -0.503
H 0.25 -4.90 5.90  0.181
H 0.92 -4.56 7.51  0.353
H 1.97 -5.12 6.20  0.305
H -0.29 -6.76 7.46  0.284
H 1.43 -7.00 7.80  0.306
H 1.63 -7.47 5.52  0.295
C -3.94 -2.84 -1.60  -0.332
C -4.47 -2.71 -0.19  -0.373
O -3.79 -3.59 0.72  -0.567
H -4.04 -3.87 -1.96  0.298
H -4.47 -2.17 -2.28  0.306
H -2.87 -2.59 -1.63  -0.194
H -5.52 -2.98 -0.14  0.329
H -4.36 -1.68 0.16  0.262
H -2.86 -3.35 0.70  0.323

No. 6
The following is a DFT calculation (ωB97M-V with the def2-TZVPD basis set) of 5 unconnected molecules or ions with the total composition C22H43ClN2O10PS4.

charge = +1
frontier orbital gap = 8.81 eV
LUMO = -3.3 eV

Last column: Mulliken charge in e.
Geometry (Å):
C 1.99 -1.65 -3.81  -0.811
C 1.98 -1.75 -2.17  1.145
C 3.50 -1.82 -1.57  -0.878
C 3.42 -3.00 -0.44  0.020
N 4.50 -4.05 -0.33  -0.571
C 4.88 -4.53 -1.56  0.736
O 5.11 -4.84 -2.86  -0.451
N 2.10 -3.74 -0.43  0.058
P 1.44 -4.24 1.15  0.344
O 1.14 -5.98 1.00  -0.494
Cl 2.92 -4.12 2.70  -0.163
C 1.19 -2.98 -1.42  -0.185
H 3.11 -1.71 -4.16  -0.098
H 1.55 -0.61 -4.19  0.302
H 1.36 -2.50 -4.33  0.201
H 1.30 -0.81 -1.87  -0.139
H 3.58 -0.79 -0.98  0.164
H 4.35 -1.92 -2.38  0.418
H 3.58 -2.38 0.56  0.360
H 2.17 -4.67 -0.94  0.532
H 2.09 -6.34 0.90  0.374
H 0.55 -3.64 -2.15  0.364
H 0.36 -2.54 -0.71  -0.158
C -1.34 1.39 1.58  -0.274
C -1.07 0.98 3.02  -0.505
C -0.66 -0.49 3.01  -1.116
S 0.10 -0.78 1.42  1.603
O -0.73 -1.71 0.67  -0.929
O 1.52 -0.99 1.60  -0.730
C -0.16 0.86 0.77  -1.134
H -1.43 2.48 1.47  0.318
H -2.27 0.94 1.22  -0.032
H -0.26 1.59 3.44  0.287
H -1.95 1.14 3.65  0.609
H 0.06 -0.71 3.80  0.414
H -1.53 -1.15 3.10  0.418
H -0.36 0.81 -0.30  0.520
H 0.75 1.44 0.96  0.475
C 4.98 0.68 -8.39  -0.570
C 5.27 -0.82 -8.46  -0.637
C 4.86 -1.43 -7.12  -0.664
S 3.56 -0.38 -6.47  1.221
O 4.05 0.26 -5.26  -0.646
O 2.31 -1.10 -6.51  -0.666
C 3.59 0.81 -7.79  -0.774
H 5.05 1.15 -9.37  0.354
H 5.72 1.16 -7.73  0.284
H 4.67 -1.27 -9.26  0.294
H 6.32 -1.03 -8.68  0.323
H 4.48 -2.45 -7.24  0.373
H 5.69 -1.42 -6.41  0.390
H 3.38 1.81 -7.40  0.396
H 2.82 0.52 -8.52  0.361
C -2.24 6.18 5.26  -0.556
C -1.97 5.77 6.71  -0.578
C -1.56 4.30 6.69  -0.731
S -0.80 4.01 5.10  1.201
O -1.63 3.08 4.36  -0.576
O 0.62 3.80 5.29  -0.755
C -1.06 5.65 4.46  -0.741
H -2.33 7.27 5.16  0.365
H -3.17 5.73 4.91  0.269
H -1.16 6.38 7.12  0.292
H -2.85 5.93 7.34  0.314
H -0.84 4.08 7.49  0.356
H -2.43 3.64 6.78  0.361
H -1.26 5.60 3.38  0.360
H -0.15 6.23 4.65  0.382
C -6.63 -1.83 2.00  -0.565
C -7.46 -0.57 2.26  -0.614
C -6.50 0.52 2.72  -0.708
S -4.91 0.14 1.99  1.299
O -3.98 -0.19 3.05  -0.631
O -4.61 1.12 0.96  -0.752
C -5.42 -1.38 1.20  -0.751
H -7.21 -2.60 1.47  0.369
H -6.31 -2.26 2.96  0.281
H -7.95 -0.26 1.33  0.297
H -8.24 -0.75 3.00  0.316
H -6.82 1.51 2.38  0.358
H -6.38 0.52 3.81  0.352
H -4.61 -2.10 1.21  0.376
H -5.70 -1.14 0.17  0.371

No. 7
The following is a DFT calculation (ωB97M-V with the def2-TZVPD basis set) of 4 unconnected molecules or ions with the total composition C2H12NO4.

charge = +1
frontier orbital gap = 11.14 eV
relative energy (zero: lowest compared OMol25 entry of this formula, charge and spin) = 65.7 kJ/mol
LUMO = -3.3 eV

Last column: natural (NBO) charge in e.
Geometry (Å):
O 1.31 -0.58 -1.93  -0.486
C 1.56 -1.10 -0.89  0.445
C 0.51 -1.26 0.24  -0.351
N -0.59 -0.24 0.36  -0.688
H 2.55 -1.42 -0.55  0.146
H -0.03 -2.23 0.14  0.252
H 1.14 -1.11 1.13  0.249
H -1.17 -0.24 -0.53  0.487
H -1.13 -0.44 1.20  0.437
H -0.15 0.68 0.50  0.455
H 3.38 0.59 1.33  0.472
H 2.88 1.34 2.34  0.484
O 2.53 1.05 1.47  -0.951
H -2.69 2.28 1.75  0.485
H -3.26 2.21 0.27  0.490
O -2.47 2.28 0.82  -0.972
H -2.22 -0.47 -2.74  0.505
H -0.72 -0.83 -2.72  0.513
O -1.44 -0.50 -2.18  -0.972

No. 8
The following is a DFT calculation (ωB97M-V with the def2-TZVPD basis set) of a molecular structure, C4H3Br2NO.

frontier orbital gap = 8.90 eV
relative energy (zero: lowest compared OMol25 entry of this formula, charge and spin) = 125.5 kJ/mol
LUMO = 0.0 eV

Last column: natural (NBO) charge in e.
Geometry (Å):
C 1.23 1.03 -0.44  0.174
C 1.46 2.03 2.02  0.886
C 1.55 0.93 -1.89  -0.272
C 0.12 0.09 -0.01  -0.659
N 1.58 1.81 0.80  -0.581
O 1.34 2.33 3.13  -0.485
Br 0.80 -0.34 -3.15  0.142
Br 2.96 1.97 -2.65  0.109
H 0.00 0.12 1.01  0.216
H 0.27 -1.03 -0.49  0.231
H -0.92 0.27 -0.39  0.238

Calculated energy, -322.229379; -380.636479; -266.980684; -796.210603; -2124.962434; -4119.857665; -438.858005; -5432.141884 Eh (same order as the records).
Calculated maximum force, 5.70; 3.88; 3.53; 5.81; 1.32; 11.40; 2.26; 5.85 eV Å⁻¹ (same order as the records).